A single CH5OPS molecule in a non-equilibrium geometry. Source: the OMol25 dataset; level of theory: ωB97M-V with the def2-TZVPD basis set.

Each line ends with the Löwdin charge.
Atoms and positions in Å:
C  -1.02538  -0.50867  0.89432  -0.185
O  -0.09680  -0.91844  -0.06306  -0.577
P  0.35298  0.05301  -1.24699  0.503
S  1.83694  1.17856  -0.29798  0.353
H  -0.56968  0.26493  1.47444  0.051
H  -1.09633  -1.41712  1.47212  0.090
H  -1.91105  -0.01608  0.44349  0.089
H  1.04128  -0.94300  -1.73521  -0.120
H  1.46805  2.30681  -0.94114  -0.205

The value obtained for the HOMO energy is -8.931 eV. For the relative energy (zero: lowest compared OMol25 entry of this formula, charge and spin), the calculation gives 25.5 kcal/mol. The value obtained for the total energy is -855.8598 Ha. As for the SMILES: COPS. The value obtained for the strongest force on any atom is 3.1 eV Å⁻¹.

A 2-piece molecular cluster, C5H8FN2 overall in a non-equilibrium geometry. Source: the OMol25 dataset; level of theory: ωB97M-V with the def2-TZVPD basis set.

Each line ends with the Löwdin charge.
Atoms and positions in Å:
C  -2.04919  0.33554  -1.03796  -0.001
C  -1.16192  1.00124  -0.19005  -0.020
C  -1.88366  -0.84382  0.82958  -0.058
C  2.73700  0.51171  0.00926  0.051
C  2.25752  -0.70452  -0.11221  -0.189
N  -2.38166  -0.85062  -0.40236  0.127
N  -1.11694  0.24133  0.96024  0.098
F  0.95756  -1.04106  -0.38763  -0.035
H  -2.34389  0.74754  -2.00631  0.143
H  -0.58484  1.90435  -0.29000  0.134
H  -2.03014  -1.57570  1.66889  0.190
H  3.71486  0.69199  0.20808  0.041
H  2.07173  1.26545  -0.16105  0.026
H  2.94593  -1.64540  -0.13488  0.150
H  -0.38962  0.36975  1.63524  0.170
H  -2.92789  -1.64818  -0.63954  0.174

The value obtained for the HOMO energy is -13.540 eV. For the relative energy (zero: lowest compared OMol25 entry of this formula, charge and spin), the calculation gives 19.6 kcal/mol. The net charge is +1. The value obtained for the total energy is -404.4101 Ha. The value obtained for the strongest force on any atom is 3.6 eV Å⁻¹.

C4H9NO2 as an isolated structure in a non-equilibrium geometry. Source: the OMol25 dataset; level of theory: ωB97M-V with the def2-TZVPD basis set.

Each line ends with the Löwdin charge.
Atoms and positions in Å:
C  1.96933  0.27566  0.11034  -0.010
C  -0.78749  0.90074  0.93448  -0.057
C  -0.34654  0.52176  -0.44491  -0.414
N  -0.40105  1.20781  -1.49169  0.098
H  -1.31864  1.28896  -1.91844  0.094
H  -1.85798  0.75319  1.07345  0.101
H  2.78795  0.04697  -0.56546  0.045
H  1.96367  1.34795  0.26879  0.051
H  2.10424  -0.22784  1.06558  0.044
H  -0.30414  0.23241  1.64413  0.073
H  -0.51914  1.93976  1.12714  0.091
C  -0.77340  -1.32122  -0.65136  -0.427
O  -0.90916  -2.02441  0.50613  0.051
O  -1.26394  -1.69500  -1.68192  0.073
H  -1.36098  -2.86765  0.31735  0.120
H  1.01728  -0.37910  -0.29362  0.066

The value obtained for the HOMO energy is -8.203 eV. For the relative energy (zero: lowest compared OMol25 entry of this formula, charge and spin), the calculation gives 117.7 kcal/mol. The value obtained for the total energy is -362.8979 Ha. The value obtained for the strongest force on any atom is 3.7 eV Å⁻¹.

CHLi2O2 as an isolated structure in a non-equilibrium geometry. Source: the OMol25 dataset; level of theory: ωB97M-V with the def2-TZVPD basis set.

Each line ends with the Löwdin charge.
Atoms and positions in Å:
O  -1.35318  1.11305  0.22678  -0.925
C  -3.40696  2.24315  0.04120  0.037
O  -4.03836  2.15722  -0.91478  0.174
Li  1.62926  -0.05311  0.18214  0.400
Li  0.21220  0.13822  0.29950  0.224
H  -3.07703  2.50778  1.02300  0.089

The spin multiplicity is 2. The value obtained for the HOMO energy (spin up / spin down) is -5.955 / -7.385 eV. For the relative energy (zero: lowest compared OMol25 entry of this formula, charge and spin), the calculation gives 169.9 kcal/mol. The value obtained for the total energy is -203.9295 Ha. The value obtained for the strongest force on any atom is 7.7 eV Å⁻¹. Its expectation value of S² is 0.75.

A 2-piece molecular cluster, C4H8N2O overall in a non-equilibrium geometry. Source: the OMol25 dataset; level of theory: ωB97M-V with the def2-TZVPD basis set.

Each line ends with the Löwdin charge.
Atoms and positions in Å:
C  -3.27845  -0.27748  0.09271  -0.457
C  -0.25025  -0.57439  0.78047  -0.123
C  -0.20114  0.17345  -0.46585  -0.411
C  1.09160  0.88935  -0.72221  -0.042
N  -0.86519  0.69922  0.63368  -0.002
N  -3.21917  -0.20106  -1.07877  0.217
O  -3.27039  -0.61984  1.20849  0.127
H  -0.86364  -1.39499  0.85852  0.077
H  0.75368  -0.72271  1.07364  0.098
H  -0.80091  -0.15887  -1.32840  0.121
H  1.07358  1.78675  -0.10028  0.081
H  1.16781  1.11757  -1.77898  0.080
H  1.88614  0.38581  -0.31262  0.041
H  -0.60037  1.60964  0.98663  0.116
H  -3.13050  0.36653  -1.87350  0.078

The value obtained for the HOMO energy is -9.103 eV. For the relative energy (zero: lowest compared OMol25 entry of this formula, charge and spin), the calculation gives 75.7 kcal/mol. The value obtained for the total energy is -341.8830 Ha. As for the SMILES: C[C@H]1CN1.N=C=O. The value obtained for the strongest force on any atom is 2.8 eV Å⁻¹.

A 3-piece molecular cluster, C7H17NO2 overall. Source: the OMol25 dataset; level of theory: ωB97M-V with the def2-TZVPD basis set.

Each line ends with the Löwdin charge.
Atoms and positions in Å:
C  -0.36851  -1.50701  -0.91041  -0.380
C  -0.73756  -2.60151  0.08281  -0.058
C  0.95652  -0.75660  -0.62918  -0.525
N  -0.35129  -2.07630  -2.26366  0.053
O  2.04087  -1.53051  -0.27215  0.051
O  1.26305  0.18228  -1.41588  -0.028
H  1.76503  -2.21237  0.35257  0.086
H  -1.14185  -0.73720  -0.89327  0.129
H  0.34476  -2.81390  -2.32092  0.079
H  -0.06751  -1.36133  -2.92584  0.076
H  -0.82501  -2.21918  1.09821  0.069
H  -1.69069  -3.04313  -0.20789  0.082
H  0.00119  -3.41070  0.07586  0.081
C  -0.69641  1.94217  0.38107  -0.173
C  0.56761  0.05401  1.42033  -0.022
C  -0.44840  2.75970  1.59877  -0.107
C  -0.13623  2.28590  -0.86301  -0.087
H  -1.55603  1.28440  0.39683  0.108
H  -0.63145  2.22355  2.52828  0.071
H  0.62380  1.34962  -1.11615  0.077
H  1.35077  0.78122  1.61663  0.030
H  -0.30867  0.20834  2.04377  0.002
H  0.94054  -0.93701  1.65610  0.003
H  0.56597  3.16238  1.61030  0.092
H  -1.13776  3.61352  1.56857  0.097
H  0.46706  3.19138  -0.88381  0.096
H  -0.78980  2.16828  -1.72792  0.100

The value obtained for the HOMO energy is -7.879 eV. For the relative energy (zero: lowest compared OMol25 entry of this formula, charge and spin), the calculation gives 120.5 kcal/mol. The value obtained for the total energy is -481.9863 Ha. The value obtained for the strongest force on any atom is 0.5 eV Å⁻¹.

- Among the records above, which one has the lowest strongest force on any atom?
  C7H17NO2

- Which of these has the highest relative energy (zero: lowest compared OMol25 entry of this formula, charge and spin)?
  CHLi2O2

What did the first record say?
A single CH5OPS molecule in a non-equilibrium geometry. Source: the OMol25 dataset; level of theory: ωB97M-V with the def2-TZVPD basis set.

Each line ends with the Löwdin charge.
Atoms and positions in Å:
C  -1.02538  -0.50867  0.89432  -0.185
O  -0.09680  -0.91844  -0.06306  -0.577
P  0.35298  0.05301  -1.24699  0.503
S  1.83694  1.17856  -0.29798  0.353
H  -0.56968  0.26493  1.47444  0.051
H  -1.09633  -1.41712  1.47212  0.090
H  -1.91105  -0.01608  0.44349  0.089
H  1.04128  -0.94300  -1.73521  -0.120
H  1.46805  2.30681  -0.94114  -0.205

The value obtained for the HOMO energy is -8.931 eV. For the relative energy (zero: lowest compared OMol25 entry of this formula, charge and spin), the calculation gives 25.5 kcal/mol. The value obtained for the total energy is -855.8598 Ha. As for the SMILES: COPS. The value obtained for the strongest force on any atom is 3.1 eV Å⁻¹.

- strongest force on any atom of number 4 (CHLi2O2)?
  7.7 eV Å⁻¹